1.
C5H7BO3 | ωB97M-V with the def2-TZVPD basis set

**Multiplicity**: 1
**Gap between HOMO and LUMO**: 8.38 eV
**Total charge**: 0
**Highest occupied orbital energy**: -8.10 eV
**E**: -445.3207 Ha
**Energy relative to the best compared isomer or geometry (same formula, charge and spin)**: 24.4 kcal/mol

CARTESIAN COORDINATES (ANGSTROEM)
B (0.899, -1.126, 1.242)
C (-0.181, 0.728, -2.069)
C (0.553, -0.177, -1.215)
C (-1.028, 1.653, -1.593)
C (0.271, -0.337, 0.075)
C (-1.290, 0.724, 0.542)
O (-1.382, 1.827, -0.304)
O (1.750, -2.147, 0.943)
O (0.562, -0.783, 2.515)
H (0.035, 0.722, -3.124)
H (1.404, -0.683, -1.657)
H (-1.469, 2.412, -2.228)
H (-2.110, 0.025, 0.408)
H (-1.143, 1.049, 1.563)
H (2.123, -2.617, 1.690)
H (1.006, -1.270, 3.211)

=====

2.
C7H19N8O13Pb | ωB97M-V with the def2-TZVPD basis set

**Multiplicity**: 1
**Gap between HOMO and LUMO**: 7.63 eV
**Total charge**: -1
**Highest occupied orbital energy**: -5.16 eV
**E**: -1887.5243 Ha
**Energy relative to the best compared isomer or geometry (same formula, charge and spin)**: 23.3 kcal/mol

CARTESIAN COORDINATES (ANGSTROEM)
Pb (0.403, -0.043, -0.350)
O (1.623, 2.204, -4.221)
C (1.169, 2.509, -2.935)
O (0.798, 1.560, -2.206)
O (1.166, 3.713, -2.624)
H (1.982, 3.103, -4.333)
O (-2.068, -1.415, 3.019)
C (-1.234, -2.203, 2.246)
O (-0.700, -1.732, 1.203)
O (-1.077, -3.381, 2.605)
H (-2.309, -2.057, 3.702)
O (1.337, -1.718, -2.524)
C (1.699, -2.875, -1.846)
O (1.981, -3.858, -2.550)
O (1.779, -2.700, -0.617)
H (1.442, -1.948, -3.456)
C (3.784, 0.470, -0.620)
O (2.750, 0.912, -0.111)
N (3.803, -0.273, -1.745)
N (4.968, 0.548, 0.053)
H (2.913, -0.533, -2.153)
H (4.638, -0.829, -1.797)
H (5.819, 0.179, -0.329)
H (5.050, 1.034, 0.924)
C (-2.714, -1.367, -1.546)
O (-1.727, -0.655, -1.575)
N (-3.799, -1.215, -2.371)
N (-2.773, -2.458, -0.733)
H (-4.418, -1.991, -2.505)
H (-3.677, -0.511, -3.079)
H (-3.615, -2.992, -0.626)
H (-2.064, -2.467, 0.000)
C (0.884, 0.783, 3.312)
O (0.651, 0.974, 2.131)
N (1.972, 1.426, 3.865)
N (0.222, -0.040, 4.150)
H (2.263, 1.265, 4.809)
H (2.540, 1.861, 3.160)
H (-0.646, -0.454, 3.833)
H (0.444, -0.048, 5.127)
C (-2.670, 1.955, 0.515)
O (-1.562, 1.454, 0.511)
N (-3.798, 1.192, 0.422)
N (-2.875, 3.277, 0.242)
H (-4.673, 1.605, 0.688)
H (-3.728, 0.227, 0.167)
H (-2.137, 3.941, 0.102)
H (-3.817, 3.572, 0.066)

=====

3.
C29H32N2O2P | ωB97M-V with the def2-TZVPD basis set

**Multiplicity**: 1
**Gap between HOMO and LUMO**: 5.17 eV
**Total charge**: +1
**Highest occupied orbital energy**: -10.31 eV
**E**: -1725.3399 Ha

CARTESIAN COORDINATES (ANGSTROEM)
C (3.715, 0.537, 1.428)
C (4.477, 0.948, 2.704)
C (5.773, 0.343, 3.081)
C (6.313, 0.916, 4.311)
N (5.822, 1.833, 5.128)
N (4.664, 2.362, 4.771)
P (3.923, 3.676, 5.805)
O (4.798, 5.046, 5.496)
O (4.369, 3.224, 7.345)
C (4.058, 1.963, 3.641)
H (2.900, -0.201, 1.595)
H (4.475, 0.193, 0.684)
H (3.286, 1.480, 0.993)
H (6.266, -0.432, 2.466)
H (7.307, 0.512, 4.617)
H (4.204, 5.742, 5.159)
H (3.756, 2.489, 7.557)
H (3.102, 2.488, 3.398)
C (3.780, -3.440, -2.677)
C (4.572, -2.397, -3.140)
C (5.512, -1.812, -2.301)
C (5.666, -2.278, -1.000)
C (4.876, -3.325, -0.539)
C (3.930, -3.903, -1.375)
H (3.045, -3.893, -3.331)
H (4.457, -2.038, -4.156)
H (6.126, -0.994, -2.660)
H (6.404, -1.826, -0.347)
H (4.998, -3.689, 0.475)
H (3.311, -4.715, -1.014)
C (-0.458, 0.373, 1.534)
C (-0.160, -0.743, 0.760)
C (-0.968, -1.870, 0.825)
C (-2.082, -1.878, 1.657)
C (-2.381, -0.762, 2.428)
C (-1.567, 0.363, 2.370)
H (0.176, 1.252, 1.485)
H (0.705, -0.733, 0.105)
H (-0.732, -2.742, 0.226)
H (-2.716, -2.756, 1.703)
H (-3.251, -0.768, 3.075)
H (-1.799, 1.231, 2.975)
C (-2.997, 1.879, -3.733)
C (-3.830, 2.161, -2.657)
C (-3.622, 1.534, -1.434)
C (-2.576, 0.632, -1.284)
C (-1.741, 0.353, -2.359)
C (-1.954, 0.973, -3.585)
H (-3.161, 2.365, -4.687)
H (-4.642, 2.868, -2.773)
H (-4.276, 1.749, -0.597)
H (-2.411, 0.148, -0.331)
H (-0.923, -0.349, -2.242)
H (-1.306, 0.751, -4.424)
C (-8.990, -0.356, -3.081)
C (-8.260, 0.350, -2.133)
C (-6.872, 0.300, -2.145)
C (-6.212, -0.451, -3.112)
C (-6.943, -1.154, -4.061)
C (-8.331, -1.110, -4.044)
H (-10.073, -0.319, -3.070)
H (-8.774, 0.941, -1.384)
H (-6.304, 0.845, -1.402)
H (-5.128, -0.487, -3.124)
H (-6.429, -1.738, -4.816)
H (-8.900, -1.663, -4.782)

=====

4.
C16H23N5O3S | ωB97M-V with the def2-TZVPD basis set

**Multiplicity**: 1
**Gap between HOMO and LUMO**: 8.40 eV
**SMILES string**: C[C@H]1CCCCN1C(=O)CSc1nc2c(c(=O)n(C)c(=O)n2C)n1C
**Total charge**: 0
**Highest occupied orbital energy**: -7.90 eV
**E**: -1521.2769 Ha
**Energy relative to the best compared isomer or geometry (same formula, charge and spin)**: 6.0 kcal/mol

CARTESIAN COORDINATES (ANGSTROEM)
C (-1.679, -1.858, -0.852)
H (-0.670, -1.541, -0.602)
H (-2.087, -2.420, -0.016)
H (-1.632, -2.514, -1.717)
C (-2.526, -0.629, -1.185)
N (-2.474, 0.343, -0.095)
C (-1.654, 1.401, -0.238)
O (-1.056, 1.635, -1.270)
C (-1.498, 2.319, 0.976)
H (-1.295, 1.760, 1.887)
H (-2.361, 2.973, 1.100)
S (-0.067, 3.394, 0.686)
C (1.096, 2.123, 0.528)
N (0.914, 0.890, 0.986)
C (2.042, 0.237, 0.637)
C (2.920, 1.079, -0.027)
N (2.282, 2.300, -0.084)
C (2.769, 3.500, -0.702)
H (2.038, 3.862, -1.427)
H (2.933, 4.275, 0.049)
H (3.709, 3.266, -1.200)
C (4.190, 0.638, -0.508)
O (5.029, 1.294, -1.097)
N (4.401, -0.716, -0.221)
C (3.549, -1.583, 0.445)
O (3.832, -2.744, 0.650)
N (2.344, -1.067, 0.876)
C (1.433, -1.932, 1.592)
H (1.916, -2.313, 2.493)
H (1.157, -2.781, 0.965)
H (0.557, -1.343, 1.850)
C (5.670, -1.257, -0.679)
H (5.736, -1.162, -1.763)
H (5.722, -2.301, -0.384)
H (6.488, -0.692, -0.232)
C (-3.229, 0.005, 1.092)
H (-3.183, 0.821, 1.809)
C (-4.692, -0.270, 0.739)
C (-4.780, -1.379, -0.302)
C (-3.977, -0.970, -1.532)
H (-3.983, -1.768, -2.275)
H (-4.445, -0.090, -1.980)
H (-5.820, -1.553, -0.580)
H (-4.387, -2.309, 0.114)
H (-5.231, -0.546, 1.646)
H (-5.141, 0.641, 0.338)
H (-2.793, -0.887, 1.559)
H (-2.067, -0.130, -2.045)